Formula: C41H62ClNO8P2SbTi
Source: the Open Molecules 2025 dataset
Level of theory: ωB97M-V with the def2-TZVPD basis set

The geometry in XYZ format:
```
117
Properties=species:S:1:pos:R:3:mulliken_charge:R:1
Sb -0.4052 -2.5460 -3.0364 -0.03
Ti 0.6052 0.3421 0.4449 -0.49
Cl 3.0037 0.1324 -1.0735 2.01
P 0.3747 2.6499 1.6553 1.75
P -0.2388 -1.7039 2.2562 1.75
O 2.1099 -0.9488 -0.6163 -0.50
O -3.6760 5.5197 -3.3522 -0.51
O 4.3406 -0.1290 -0.6762 -0.73
O 0.0694 0.8412 -1.5785 -0.44
O -1.6837 4.8635 -4.3181 -0.52
O -1.4535 0.6076 -0.0359 -0.56
O 2.8871 0.3055 -2.4780 -0.67
O 2.4790 1.3131 -0.3635 -0.78
N 1.8368 0.1723 2.1536 1.12
C -1.4465 -5.4781 -3.1225 -1.33
C -1.9425 1.7157 2.9113 -1.66
C 2.6747 -2.8709 -3.7810 -1.30
C -2.7743 5.7756 -4.4348 -0.28
C -3.1925 4.4286 -2.7035 1.02
C -1.9933 4.0303 -3.2796 0.53
C 3.2030 1.0187 4.0180 -0.70
C 1.4505 -3.6698 -3.3484 0.25
C -2.5156 -2.5711 1.0270 -1.37
C 2.0014 -3.4953 2.5279 -1.13
C 4.2427 -2.6658 2.3469 -1.11
C 1.7602 -4.3933 -2.0358 -1.16
C 0.1512 -0.7048 4.8783 -1.23
C -1.2491 3.0058 2.4895 1.06
C 0.6977 4.1477 0.5854 1.61
C 0.0870 5.4776 1.0275 -1.86
C 3.0548 3.3461 4.6669 -0.95
C -3.1393 -3.7580 -3.7997 -1.36
C 1.5064 -2.2038 2.3690 -0.02
C -1.2840 2.9638 -2.8062 -0.47
C -3.7410 3.7724 -1.6296 -1.41
C -3.0315 2.6777 -1.1338 -0.58
C -1.2433 -3.1462 1.6677 0.30
C -0.6747 -1.7062 4.0750 0.17
C -1.9015 -0.3743 -4.4877 -1.79
C -1.1606 3.9469 3.6901 -1.83
C 2.2506 1.1866 2.9885 0.16
C -1.6653 -4.1501 -3.8374 0.17
C 2.3929 -1.1206 2.2727 -0.20
C -0.5219 -4.0131 0.6415 -1.59
C -0.7000 -1.2701 -4.7938 0.53
C 2.0887 3.5268 3.6986 -0.33
C 3.3666 -3.7311 2.5219 -1.22
C 2.1940 4.3390 0.3299 -1.49
C -2.1660 -1.6091 4.3822 -1.54
C 3.7640 -1.3738 2.2227 -0.24
C 0.4955 -0.3980 -5.1709 -1.67
C -1.0578 1.1699 -1.1161 1.63
C 1.6691 2.4750 2.8813 -0.15
C 3.5883 2.0683 4.8250 -1.12
C -1.8327 2.2821 -1.7049 -0.19
H -3.2035 -3.3805 0.7707 0.55
H -2.1336 1.0589 2.0666 0.18
H -4.6787 4.0926 -1.1973 0.47
H -2.7539 -0.9135 -4.0711 0.22
H 2.6768 3.4317 -0.0165 0.16
H -0.9468 -1.9369 -5.6243 0.56
H 0.2595 6.2144 0.2395 0.51
H -3.2903 5.6095 -5.3821 0.27
H -1.3495 -4.2519 -4.8805 0.47
H -3.4074 2.1173 -0.2877 0.58
H 4.3291 1.8862 5.5944 0.40
H 0.9559 0.0639 -4.2935 0.20
H 2.5087 -2.2723 -4.6706 0.25
H -2.2576 -2.0381 0.1097 0.03
H 0.5655 5.8583 1.9318 0.27
H 1.9684 -3.6714 -1.2413 0.02
H 3.6440 0.0472 4.1855 0.47
H 1.6414 4.5049 3.5684 0.34
H -1.7250 -5.4089 -2.0667 0.23
H 2.3316 5.1138 -0.4277 0.50
H -2.6029 -0.6783 4.0206 0.19
H -0.7120 4.9075 3.4518 0.37
H -2.2371 0.1414 -5.3932 0.51
H -0.3427 -2.7086 4.3751 0.65
H -2.3115 -1.6444 5.4643 0.48
H -2.4055 6.7979 -4.3612 0.26
H -3.3464 -2.8755 -4.4057 0.30
H -1.5055 -3.7513 2.5424 0.88
H 2.6518 -5.0194 -2.1490 0.49
H -2.8898 1.9485 3.4063 0.69
H -1.3239 1.1809 3.6313 -0.07
H -3.0404 -1.8698 1.6759 0.34
H -0.4099 -5.8127 -3.1746 0.30
H 3.5055 -3.5539 -3.9868 0.46
H -0.0416 0.3304 4.5955 0.03
H -1.8379 3.4755 1.6935 0.47
H 0.2140 3.8684 -0.3574 -0.54
H 1.2611 -0.9578 -5.7025 0.36
H 5.3096 -2.8445 2.2993 0.45
H 3.3785 4.1681 5.2904 0.47
H -3.7646 -4.5728 -4.1800 0.40
H 0.1691 0.4112 -5.8345 0.45
H 0.2753 -4.6179 1.0664 0.29
H -2.0695 -6.2591 -3.5710 0.46
H -2.7266 -2.4368 3.9494 0.40
H 1.2186 -0.8824 4.7558 0.22
H -0.9877 5.4230 1.1959 0.34
H -1.6167 0.3911 -3.7621 0.38
H -0.5748 3.4882 4.4889 0.33
H 3.7445 -4.7391 2.6335 0.45
H 2.9979 -2.1973 -2.9863 0.08
H -0.0885 -3.3906 -0.1419 -0.10
H 4.4474 -0.5491 2.0707 0.67
H -2.1644 4.1311 4.0805 0.48
H 2.6975 4.6688 1.2403 0.34
H 1.2149 -4.4141 -4.1154 0.60
H -0.0866 -0.8092 5.9399 0.57
H -1.2415 -4.6834 0.1640 0.59
H 0.9422 -5.0342 -1.7005 0.25
H -3.4649 -3.5457 -2.7769 0.25
H 1.3190 -4.3262 2.6565 0.64
H -0.3438 2.6459 -3.2371 0.59
```

multiplicity: 2
HOMO energy (spin up / spin down): -7.15 / -7.20 eV
net charge: 0
ΔE to the lowest compared entry with this formula, charge and spin: 0.0000 eV

---

Formula: C41H62N4O7
Source: the Open Molecules 2025 dataset
Level of theory: ωB97M-V with the def2-TZVPD basis set

The geometry in XYZ format:
```
114
Properties=species:S:1:pos:R:3:mulliken_charge:R:1
O -3.6035 -3.4790 -0.6581 -0.53
O -4.0710 -0.3240 -3.1463 -0.56
O 0.8748 -3.7429 1.8575 -0.52
O 2.9003 4.4391 -4.1218 -0.56
O 1.8178 -0.4970 -4.5451 -0.43
O 4.8624 -1.3682 4.4655 -0.59
O 4.6313 1.7119 -0.3573 -0.58
N -3.6366 -2.9786 6.1416 -0.59
N 1.5145 1.9371 5.2408 -0.55
N 0.2663 0.3101 0.7969 0.44
N -3.1583 1.0254 2.1432 0.03
C 0.8002 -3.8896 0.6624 0.93
C -3.3664 3.7632 2.1358 -0.23
C 3.9909 -0.0016 2.7194 -0.38
C -0.1464 -0.6317 -1.7947 0.69
C -2.4927 -2.6124 3.5653 0.48
C -2.5211 -3.6240 5.7465 -0.29
C 1.0563 -0.0080 -1.4612 -1.35
C -0.8194 -0.3865 0.4632 -1.15
C -0.4669 -4.4749 0.0453 -0.86
C 5.1086 3.5424 1.0593 -1.25
C 4.4525 2.8776 -0.1263 0.86
C 0.9614 3.0731 -3.8892 -0.46
C -1.9135 -3.4803 4.5029 -0.57
C -4.3307 2.9867 1.5155 -0.83
C -4.5281 -3.1708 0.0607 0.72
C 2.2343 -0.1768 -6.8524 -1.10
C -5.0354 -4.0491 1.1816 -1.24
C -4.1980 -2.2690 5.1723 -0.46
C -3.6929 -2.0224 3.9035 -0.40
C -2.8344 -2.1375 -4.0291 -0.69
C -2.2675 3.1526 2.7392 -0.81
C 2.3369 4.1111 5.7972 -0.33
C -3.1962 -0.6557 -3.9160 0.84
C 3.4293 3.6936 -0.9096 -0.84
C 1.7248 -0.9523 -5.6641 0.85
C -2.2704 0.3365 -4.5496 -0.74
C 4.0604 -2.5553 2.5650 -0.72
C 1.2205 0.3695 -0.1320 -0.68
C 1.3684 2.3808 4.0036 -0.30
C 4.4190 -1.3152 3.3494 0.42
C -5.0890 -1.7570 0.0612 -0.31
C -1.0717 -0.9065 -0.7965 0.24
C 2.1483 4.5603 4.4991 -0.57
C 2.0738 3.6523 -6.1848 -1.14
C 1.9461 2.8142 6.1534 -0.40
C 0.8364 -2.1382 -5.9365 -1.15
C 1.7103 3.6548 3.5549 -0.59
C 2.0745 3.7453 -4.6573 0.76
C -4.2372 1.6087 1.6033 -0.08
C 1.8576 -3.4861 -0.3164 -0.79
C -2.2121 1.7818 2.6924 -0.19
H 1.7852 -4.0178 -1.2610 0.38
H 1.5955 3.9120 2.5106 0.58
H -1.5121 -0.6162 1.2652 0.53
H 1.8111 0.2370 -2.1929 0.77
H -2.4986 -2.2910 -5.0596 0.36
H -0.2277 -0.9060 -2.8412 -0.08
H 0.5397 -2.6108 -5.0012 0.19
H 0.0297 3.5693 -4.1643 0.45
H 4.5204 4.1993 1.6919 0.28
H -1.4347 1.1641 3.1308 0.64
H 1.3798 -2.8883 -6.5137 0.49
H 2.1597 0.8420 0.1474 0.23
H 2.1449 4.6751 -6.5519 0.42
H 0.8609 2.0023 -4.0813 -0.04
H 2.4491 3.6577 -0.4291 0.27
H -1.9405 -1.5132 -1.0201 0.18
H 1.1807 3.1569 -2.8260 0.09
H -1.2403 -0.0253 -4.5169 -0.17
H 2.8514 -3.6472 0.1111 0.35
H 2.7341 0.7409 -6.5664 0.13
H 5.6299 2.7741 1.6366 0.33
H -5.2271 3.4750 1.1519 0.38
H -6.0121 -4.4566 0.8799 0.43
H -0.9774 -3.9830 4.3084 0.46
H -5.0125 -1.4347 1.0984 -0.21
H -2.4215 1.3349 -4.1447 0.32
H -4.1985 -1.3535 3.2217 0.42
H -4.5652 -1.0764 -0.6064 0.13
H 5.9829 4.1088 0.7055 0.40
H -1.9704 -4.2574 6.4338 0.33
H 2.9477 -0.8123 -7.3923 0.41
H 1.1845 3.2075 -6.6280 0.28
H 4.3869 -3.4552 3.0751 0.34
H 3.2700 3.1084 -1.8161 0.06
H -6.0950 -1.8432 -0.3609 0.47
H -4.5468 -5.0252 1.2417 0.35
H -2.1034 -2.3607 -3.2541 -0.08
H -2.4062 0.4904 -5.6292 0.48
H 2.1293 2.4923 7.1692 0.36
H 2.6181 4.7401 6.6336 0.36
H 1.8290 -2.4040 -0.4658 -0.04
H -3.7073 -2.7635 -3.8688 0.36
H 2.4785 5.5416 4.1782 0.41
H 3.7882 4.6992 -1.0977 0.48
H 2.9662 3.0834 -6.4431 0.23
H -1.9637 -2.3770 2.6498 0.22
H 4.5077 -2.4468 1.5726 0.34
H 4.5312 0.7521 3.2997 0.33
H -5.0374 -3.5186 2.1251 0.22
H 0.8982 1.6889 3.3086 1.03
H -1.4900 3.7524 3.1922 0.44
H -4.9855 0.8974 1.2806 0.29
H 1.4434 -0.0185 -7.5871 0.36
H -0.8527 -3.8517 -0.7618 0.01
H -0.0629 -1.7713 -6.4313 0.25
H -3.4526 4.8335 2.2745 0.38
H 2.9790 -2.5337 2.4119 0.00
H -0.1908 -5.4875 -0.2465 0.50
H -5.0985 -1.7450 5.4949 0.35
H 2.9400 0.2745 2.6936 -0.03
H -1.2510 -4.4225 0.7999 0.10
H 4.4111 0.0656 1.7115 0.26
```

HOMO energy: -8.87 eV
net charge: 0
ΔE to the lowest compared entry with this formula, charge and spin: 1.1297 eV
SMILES: c1ccncc1.c1ccncc1.c1ccncc1.c1ccncc1.CC(C)=O.CC(C)=O.CC(C)=O.CC(C)=O.CC(C)=O.CC(C)=O.CC(C)=O

---

Formula: C41H64BN8TbTe
Source: the Open Molecules 2025 dataset
Level of theory: ωB97M-V with the def2-TZVPD basis set

The geometry in XYZ format:
```
116
Properties=species:S:1:pos:R:3:mulliken_charge:R:1
Tb 0.0114 -1.3105 -0.1377 -0.03
Te -0.9011 0.4000 -3.1434 0.41
N 0.4256 -3.4078 -1.3551 -0.28
N 0.8632 -0.9767 2.1095 0.83
N 0.5006 0.2093 2.7748 0.36
N -0.9173 -3.1602 1.2064 -0.30
N -1.6444 1.0393 1.4625 0.48
N 0.8183 1.6305 0.6623 0.41
N -1.8745 -0.0109 0.4928 0.87
N 1.2310 0.5781 -0.2000 1.49
C 0.8103 0.1100 4.0763 -0.51
C 2.5251 2.3915 -0.5622 -0.97
C 0.2476 2.1697 -5.4042 -0.60
C 1.3734 4.1145 0.9994 1.41
C 3.5612 -2.6983 1.8070 -1.17
C -3.1843 -0.0335 0.1929 -0.41
C 2.3130 -2.9501 2.6346 2.33
C 2.2612 1.0582 -0.9355 -0.40
C -3.7643 -2.0471 -5.5006 -0.54
C -1.0247 -2.0286 -4.9602 -0.29
C -3.2402 -1.0465 -4.6708 -0.39
C 0.7099 1.0497 5.2405 0.52
C -3.3028 2.2539 3.9881 -1.29
C 1.5634 2.7265 0.4105 -0.21
C -1.5894 -2.9895 -5.7849 -0.84
C 2.0943 1.6515 -6.8703 -0.57
C 2.3087 0.4504 -6.1906 -0.82
C 2.7559 -3.7505 3.8928 -1.96
C 0.4137 -4.5498 -0.4135 -0.65
C -3.8354 -0.9195 -0.8264 1.72
C -2.7998 1.6856 1.6277 -0.13
C 2.7173 4.6857 1.4487 -1.72
C -3.3785 -2.4069 -0.7352 -0.55
C 1.4785 -1.0957 4.2669 -0.34
C -3.8174 1.0443 0.8849 -1.16
C 0.4302 0.8934 -4.8179 0.65
C -0.2816 0.3931 6.2133 -1.45
C -2.9474 -3.0059 -6.0576 -0.67
C 0.6302 5.0050 -0.0035 -1.71
C -1.8964 -1.0585 -4.3953 0.67
C 4.6645 0.5961 -1.5601 -1.63
C 1.0717 2.5127 -6.4761 -0.52
C 2.9308 -1.2300 -1.7588 -0.87
C 0.5880 2.5207 4.9617 -1.62
C -0.7211 -4.4879 0.6082 -0.70
C 1.4670 0.0559 -5.1519 -0.09
C -5.3877 -0.8106 -0.7633 -1.81
C -3.1240 2.8281 2.5966 0.18
C -2.2278 4.0913 2.5297 -1.24
C 3.1851 0.2643 -1.8305 1.58
C 1.5470 -1.7164 3.0156 -1.40
B -0.1525 1.3626 1.9239 0.51
H 0.1966 -0.5490 6.5633 0.40
H -0.1041 2.3340 2.6403 -0.90
H 0.9167 3.4725 -6.9966 0.40
H 1.8676 -1.4260 -1.6847 -0.69
H 5.2966 -0.0682 -2.1621 0.42
H -3.9212 -0.2889 -4.2536 0.43
H 1.8749 -1.5140 5.1974 0.53
H -4.0080 1.3921 4.0010 0.33
H 3.1246 -0.1991 -6.4681 0.45
H 3.3617 -1.6787 -2.6477 0.55
H 0.3239 -5.4792 -1.0061 0.52
H -0.3556 4.6499 -0.3156 0.33
H -1.6618 -4.8323 0.1450 0.31
H 0.0363 -2.0781 -4.6900 0.34
H -1.2152 0.2452 5.7187 0.32
H -5.8154 -1.4278 -1.5598 0.44
H 1.6540 -3.6094 2.0832 -0.70
H 1.3223 -3.4856 -1.8535 0.33
H 0.6999 3.9846 1.8198 -0.61
H -1.3623 3.9724 3.1958 0.17
H -0.4641 -3.0842 2.1082 0.21
H -0.2817 -3.4969 -2.0658 0.16
H 4.8620 1.6157 -1.8458 0.46
H 3.6046 -1.6704 1.4173 0.21
H 3.5979 -3.3994 0.9312 0.21
H -4.8676 1.3061 0.8281 0.46
H -1.9106 4.3426 1.5028 0.08
H -5.6459 0.2214 -0.8903 0.43
H 0.5770 6.0191 0.3544 0.44
H -4.8222 -2.0120 -5.7026 0.45
H -3.5124 -0.5265 -1.8289 -0.73
H -0.9017 -3.7596 -6.1728 0.39
H -0.4288 1.0644 7.0492 0.44
H 3.3878 -4.6057 3.5584 0.49
H -3.7293 -2.8517 0.1811 0.46
H 0.7149 3.0568 5.9252 0.47
H 3.4163 2.9488 -0.8934 0.31
H -2.3459 1.8702 4.3826 0.16
H -3.3260 -3.8377 -6.6722 0.39
H 2.4613 5.6284 1.8794 0.53
H -0.5331 2.8502 -5.0402 0.40
H -2.8624 4.9211 2.8951 0.55
H -3.8171 -2.9177 -1.5954 0.51
H 2.9261 0.6230 -2.8335 -0.18
H -5.7399 -1.1820 0.2012 0.43
H 3.2544 4.0972 2.2120 0.31
H 1.8624 -4.1755 4.3871 0.40
H -4.0777 3.1897 2.2117 0.51
H -1.8749 -2.9917 1.4076 0.28
H 1.3779 -4.6172 0.0968 0.39
H 1.3740 2.9153 4.2893 0.23
H 1.2775 4.9923 -0.8837 0.43
H 3.2672 -3.0763 4.5524 0.44
H -3.6498 3.0300 4.6779 0.41
H -0.4389 2.7043 4.5864 0.17
H 1.6907 -0.8313 -4.5532 0.21
H 3.4700 -1.6190 -0.8882 0.46
H 4.8843 0.5063 -0.4993 0.37
H 2.7318 1.9198 -7.7340 0.39
H 1.7166 0.9795 5.7418 0.46
H -2.2933 -2.4233 -0.8730 -0.41
H 3.3749 4.8745 0.6037 0.39
H -0.4989 -5.2395 1.3738 0.43
H 4.4759 -2.8545 2.3691 0.44
```

multiplicity: 7
HOMO energy (spin up / spin down): -13.23 / -13.25 eV
net charge: +2
ΔE to the lowest compared entry with this formula, charge and spin: 0.0000 eV

---

Formula: C41H65AuGeN5OP3
Source: the Open Molecules 2025 dataset
Level of theory: ωB97M-V with the def2-TZVPD basis set

The geometry in XYZ format:
```
117
Properties=species:S:1:pos:R:3:mulliken_charge:R:1
Au 0.9546 1.6037 0.3282 0.96
Ge -0.6993 -0.7767 -0.0320 0.80
P 1.2942 -1.0943 -1.6040 1.72
P -0.9237 2.5199 -0.7512 -0.41
P 1.8983 0.3181 2.0990 -0.46
O 3.1357 2.5872 -0.0487 -0.59
N -1.0409 -2.1422 -1.4417 0.14
N -2.3706 0.6403 0.5933 0.70
N -2.5294 -2.0294 0.6434 1.30
N -0.0378 -1.6729 1.5605 0.92
N 4.8053 3.9844 -0.5723 -0.36
C 3.5777 3.5105 -0.7591 0.43
C 3.7127 -0.0197 2.2579 0.38
C 2.2470 -3.4020 -0.4889 -1.48
C 4.2993 -0.2814 0.8680 -1.10
C -2.4151 4.9368 -0.9061 -1.51
C -0.0360 -2.0547 -2.4552 -1.83
C -1.0041 4.3645 -0.7720 0.74
C -4.1705 -1.8489 2.4949 0.04
C -5.0895 0.3360 3.0191 -0.92
C -2.8367 -2.9564 -2.9151 -0.75
C 4.0872 -1.1634 3.2060 -1.73
C -3.3458 -1.2784 1.5551 -0.81
C -5.0469 -1.0495 3.2288 -0.96
C -3.1946 -2.3862 -0.5836 -0.13
C 1.6358 0.0342 -4.2245 -1.54
C 1.7699 0.3165 -2.7261 2.32
C -1.4093 1.8253 -2.4134 2.49
C -0.0399 -3.8883 2.6319 -0.61
C -0.6548 -5.1204 2.7758 -0.95
C -0.8565 2.7210 -3.5249 -1.46
C -2.3217 -2.5215 -1.6830 0.17
C -5.0470 -3.0111 -1.9615 -1.04
C -1.8544 -5.3984 2.1339 -1.18
C -1.8765 -3.1614 1.2750 -0.18
C -2.8995 1.5377 -2.5921 -1.52
C -0.6302 -2.8875 1.8487 0.41
C 3.1697 0.8111 -2.3547 -1.02
C -0.1114 1.4563 3.6245 -1.21
C 2.7717 4.1121 -1.8756 -0.26
C -0.2949 4.9024 0.4780 -1.30
C -4.1869 -3.2092 -3.0395 -0.98
C -4.2373 0.9277 2.1274 -0.77
C 3.2419 -2.8163 -2.7534 -1.30
C -3.3049 0.1412 1.3900 0.29
C -2.4638 -4.4103 1.3793 -0.03
C 1.9231 0.7432 4.9395 -1.60
C 1.4102 1.2793 3.6064 0.62
C -4.5512 -2.5942 -0.7311 -0.18
C 1.1690 -1.3613 2.2850 -2.19
C 2.7131 -2.2802 -1.4238 0.47
C -2.3019 2.0562 0.3737 -3.18
H 1.8204 -3.0015 0.4343 0.25
H -0.9861 2.2338 -4.4912 0.44
H -5.2294 -2.4609 0.1002 0.60
H 3.5240 -1.1662 4.1365 0.41
H 4.0107 -3.5616 -2.5435 0.50
H -2.9571 4.5196 -1.7551 0.36
H -4.2630 1.9999 1.9896 0.61
H 3.0104 0.7248 4.9812 0.43
H 1.8770 2.2553 3.4225 0.52
H -2.3472 6.0138 -1.0590 0.48
H -6.1061 -3.1995 -2.0703 0.50
H 3.2293 1.0703 -1.2964 -0.36
H 5.3862 3.6103 0.1619 0.24
H -3.4055 -4.6149 0.8841 0.60
H -4.5828 -3.5540 -3.9850 0.48
H -1.3845 3.6741 -3.5629 0.40
H 0.9935 -1.4972 3.3576 1.18
H -3.0644 1.1488 -3.5977 0.44
H -0.8724 0.8678 -2.4532 -1.33
H -2.3214 -6.3671 2.2401 0.48
H -0.4205 4.6526 -1.6517 0.71
H 3.7014 -2.0371 -3.3585 0.37
H 5.3661 -0.4948 0.9451 0.66
H 1.9766 -2.0459 1.9965 0.58
H -2.9956 4.7767 0.0032 0.32
H -0.1832 -5.8821 3.3818 0.46
H 3.2722 4.9628 -2.3312 0.56
H -3.5053 2.4387 -2.4915 0.27
H 3.9674 -2.1324 2.7207 0.35
H 4.1596 0.5835 0.2259 -0.30
H 5.1807 4.7389 -1.1213 0.23
H 0.9130 -3.7211 3.1140 0.56
H 0.5967 -0.0646 -4.5383 0.33
H -2.1336 2.5983 1.3127 1.09
H -0.1824 5.9836 0.3976 0.48
H 2.1775 -0.8606 -4.5267 0.27
H 1.5812 1.4044 5.7364 0.49
H -4.1643 -2.9180 2.6519 0.64
H 1.0562 1.1043 -2.4520 -1.94
H 2.0573 0.8751 -4.7778 0.49
H -0.6190 0.4974 3.7626 0.26
H 3.8155 -1.1489 0.4082 -0.16
H 1.8040 4.4275 -1.4854 -0.27
H 5.1427 -1.0644 3.4603 0.44
H -5.7178 -1.5128 3.9394 0.48
H 0.3056 -3.0513 -2.7469 0.88
H -2.1732 -3.1007 -3.7575 0.58
H 3.0851 -4.0458 -0.2244 0.55
H 4.1123 0.9238 2.6429 1.00
H 3.9363 0.0686 -2.5743 0.34
H -0.4650 1.9021 2.6917 -0.01
H 1.4889 -4.0274 -0.9643 0.35
H 2.4642 -3.3046 -3.3416 0.28
H 1.5366 -0.2541 5.1569 0.32
H -0.8717 4.7021 1.3836 0.32
H -3.2287 2.4395 -0.0640 1.26
H -5.7929 0.9433 3.5725 0.47
H -0.3648 -1.5252 -3.3559 0.61
H 3.5067 -1.7128 -0.9308 0.12
H 3.4048 1.7038 -2.9359 0.61
H -3.2584 0.7861 -1.8874 0.25
H 2.5960 3.3508 -2.6370 -0.03
H 0.2090 2.9203 -3.3840 0.20
H 0.6992 4.4656 0.6034 0.30
H -0.4012 2.1097 4.4476 0.62
```

multiplicity: 2
HOMO energy (spin up / spin down): -14.94 / -14.94 eV
net charge: +3

---

Values of max |F|, in order: 0.6; 2.0; 2.6; 2.5, all in eV/A.